DFT (ωB97M-V/def2-TZVPD) results for 2 unconnected molecules or ions with the total composition C13H24NO7S at a distorted geometry.

Lowest unoccupied orbital energy (spin up / spin down), eV: -0.633 / -0.633
Gap between HOMO and LUMO (spin up / spin down), eV: 8.39 / 8.96
Spin multiplicity: 2

Last column: Löwdin charge in e.
Atoms and positions in Å:
S -2.1037 0.3274 -2.7887  0.92
O -1.3982 1.1782 -4.1297  -0.21
O -1.8841 1.5163 -1.5383  -0.27
O -3.6120 -0.0622 -3.0394  -0.31
O -3.6447 3.5375 -6.0417  -0.02
O -1.1318 -0.8883 -2.6138  -0.32
O -3.0271 5.7323 -4.9967  -0.01
O 2.0668 0.2964 3.0747  -0.03
N 2.0333 -0.7999 2.1925  -0.03
C 0.8170 -2.3911 3.7571  -0.14
C -2.7364 4.4563 -5.2963  -0.26
C -0.5022 -1.0084 2.1285  -0.14
C 2.5879 -3.2350 2.1107  -0.04
C 0.7919 -0.6706 1.3484  -0.47
C -1.7433 2.5788 -3.7282  -0.30
C 0.8803 -1.5854 0.0996  -0.04
C -1.3057 3.7543 -4.7894  -0.01
C 0.6533 0.7652 0.7357  -0.04
C 2.1439 -2.0489 3.0196  -0.46
C -0.4134 -2.3450 2.8571  -0.19
C 3.2696 -1.9744 4.1047  -0.05
C -1.4802 2.8478 -2.0987  -0.09
H -0.7227 -0.2218 2.8621  0.12
H -0.4020 3.1828 -1.7814  0.15
H -0.3929 -3.1740 2.1434  0.10
H 3.5283 -3.6892 2.4481  0.08
H 3.0564 -1.2424 4.8904  0.07
H -4.3757 3.3146 -5.3647  0.14
H -0.5869 4.5596 -4.2912  0.15
H 0.7730 -2.6455 0.3359  0.07
H -1.3158 -2.4893 3.4643  0.11
H 1.8416 -4.0364 2.0822  0.08
H 0.4536 1.5336 1.4909  0.08
H 1.5601 1.0501 0.1879  0.09
H -2.9357 2.5291 -3.7317  0.14
H 0.0776 -1.3587 -0.6102  0.06
H 3.3835 -2.9408 4.6119  0.09
H -1.3596 -1.0314 1.4444  0.12
H 4.2373 -1.7219 3.6538  0.09
H 1.8285 -1.4413 -0.4294  0.09
H -0.1848 0.8090 0.0279  0.05
H -0.8230 3.2869 -5.7755  0.15
H 0.6587 -1.6869 4.5855  0.12
H 0.8847 -3.3850 4.2186  0.12
H 2.7982 -2.9293 1.0826  0.07
H -2.2435 3.7466 -1.9134  0.16

DFT (ωB97M-V/def2-TZVPD) results for a molecular structure, FIO3S at a distorted geometry.

Lowest unoccupied orbital energy, eV: -1.707
Gap between HOMO and LUMO, eV: 7.77
Relative energy (zero: lowest compared OMol25 entry of this formula, charge and spin), kJ/mol: 269.9

Last column: Löwdin charge in e.
Atoms and positions in Å:
I -2.0178 0.3584 -0.1689  1.59
S 1.1069 -0.4364 -0.1779  0.92
F 0.7409 0.5879 1.0411  -0.34
O -0.3067 -0.0066 -1.0318  -0.90
O 2.1374 0.1733 -0.9364  -0.37
O -1.6607 -0.6767 1.2738  -0.90

DFT (ωB97M-V/def2-TZVPD) results for 4 unconnected molecules or ions with the total composition C21H33Cl2O12P.

Structure (SMILES): O=C1C=CC(=O)C(P(O)Cl)=C1CCCCl.CCOC(=O)OC.CCOC(=O)OC.CCOC(=O)OC
Lowest unoccupied orbital energy, eV: -2.059
Gap between HOMO and LUMO, eV: 7.30

Last column: Löwdin charge in e.
Atoms and positions in Å:
Cl -0.4316 2.1815 1.9877  0.62
Cl 2.3342 -0.4486 -2.1688  0.29
P 3.9446 -1.2615 -1.1572  0.64
O -4.2742 -0.4233 -0.8691  0.04
O -8.0425 -0.9507 3.0463  0.01
O 7.7877 -2.5956 -3.9107  0.04
O 3.1507 -2.3118 -0.1668  -0.35
O -3.5674 1.2849 0.2436  0.00
O -9.2900 -0.0964 4.5864  0.03
O -5.7748 1.1319 -0.1926  0.11
O 3.7297 2.7933 2.2491  0.12
O 6.5177 -1.0546 -0.0154  0.06
O -7.6004 1.1513 3.7446  0.12
O 9.0038 -3.5000 -5.4470  0.00
O 9.6224 -1.4862 -4.6351  0.12
C 10.1093 -3.4367 -6.3509  -0.04
C 0.5486 0.7053 2.2264  -0.55
C 5.7891 1.7357 2.0069  0.03
C 8.8786 -2.4338 -4.6523  -0.61
C 7.4790 -1.5082 -3.0189  -0.22
C -3.8127 2.5328 0.9061  -0.04
C 5.8561 -0.1554 0.4667  -0.41
C -10.4599 2.0478 4.6717  -0.07
C 4.4220 0.0237 0.1041  -0.25
C 6.8288 -0.3519 -3.7453  -0.06
C -6.9916 -0.8171 2.0820  -0.04
C 1.2487 0.2838 0.9465  -0.26
C -5.3226 -1.1511 -1.5296  -0.21
C -9.6738 1.0014 5.4305  -0.21
C 2.2576 1.3319 0.4432  -0.20
C 4.3623 1.9220 1.6939  -0.32
C -5.6720 -0.5426 -2.8697  -0.06
C -4.6494 0.7079 -0.2696  -0.61
C 6.4841 0.7640 1.4339  0.03
C 3.7007 1.0083 0.6893  -0.11
C -8.2433 0.1342 3.7930  -0.61
H -10.8152 2.8172 5.3574  0.08
H -0.1478 -0.0639 2.5471  0.07
H 1.7245 -0.6712 1.1599  0.09
H 8.3835 -1.1986 -2.4964  0.12
H 3.4672 -2.2100 0.7415  0.06
H 5.9425 -0.7014 -4.2775  0.08
H 6.2176 2.4316 2.7143  0.13
H -6.0712 -0.4847 2.5584  0.10
H -4.9236 -2.1560 -1.6538  0.12
H 0.4823 0.1135 0.1933  0.10
H -11.3210 1.5935 4.1804  0.08
H 7.5043 0.1015 -4.4694  0.08
H 9.9447 -2.6615 -7.0978  0.10
H -7.2727 -0.1148 1.3014  0.08
H -10.2851 0.5488 6.2090  0.12
H -4.1071 3.2914 0.1827  0.10
H 6.5281 0.4094 -3.0235  0.07
H -4.7804 -0.4591 -3.4919  0.08
H -6.8497 -1.8075 1.6573  0.09
H -8.7864 1.4281 5.8968  0.12
H -6.4000 -1.1690 -3.3852  0.08
H 10.1563 -4.4089 -6.8323  0.09
H 2.0924 1.5739 -0.6010  0.08
H -4.5880 2.4252 1.6618  0.10
H 6.7933 -1.9245 -2.2877  0.08
H -9.8426 2.5227 3.9107  0.08
H 11.0362 -3.2398 -5.8170  0.09
H 1.2442 0.9010 3.0393  0.08
H 2.0530 2.2527 0.9844  0.08
H -6.1945 -1.2075 -0.8786  0.11
H 7.5324 0.6008 1.6414  0.13
H -6.0985 0.4519 -2.7468  0.08
H -2.8681 2.7991 1.3691  0.02

DFT (ωB97M-V/def2-TZVPD) results for C6H7B2NO6 in the gas phase at a distorted geometry.

Structure (SMILES): O=[N+]([O-])c1cc(B(O)O)ccc1B(O)O
Lowest unoccupied orbital energy, eV: -0.825
Gap between HOMO and LUMO, eV: 9.14

Last column: Löwdin charge in e.
Atoms and positions in Å:
O 1.3763 0.5831 3.4278  0.16
O -1.4822 -2.1030 -2.8717  0.15
O -1.0716 0.1137 -3.5964  0.17
O -0.0074 -3.1271 0.7599  0.10
O 1.7759 2.7858 2.3452  0.15
O -1.7944 -2.7946 -0.4169  0.05
N -0.7290 -2.3946 0.0867  -0.29
C 0.3491 1.6661 -0.0219  0.00
C 0.6551 0.8562 1.0615  -0.08
C 0.3693 -0.4779 1.0127  0.04
C -0.5960 -0.2297 -1.1933  0.01
C -0.3125 -1.0196 -0.0749  -0.09
C -0.2802 1.1146 -1.1025  -0.02
B -1.0948 -0.8104 -2.5967  -0.59
B 1.2917 1.4769 2.3783  -0.54
H 0.5795 2.7090 0.0178  0.12
H -0.5832 1.7744 -1.8921  0.12
H 2.2246 3.1825 3.1067  0.11
H 0.5648 -1.1505 1.8617  0.14
H -1.6647 -2.7021 -2.1160  0.07
H -1.3278 -0.2917 -4.4422  0.12
H 1.7575 0.8388 4.2663  0.10

DFT (ωB97M-V/def2-TZVPD) results for C2H3N3O2 in the gas phase at a distorted geometry.

Structure (SMILES): Nn1oncc1=O
Lowest unoccupied orbital energy, eV: 0.426
Gap between HOMO and LUMO, eV: 9.96
Relative energy (zero: lowest compared OMol25 entry of this formula, charge and spin), kJ/mol: 556.1

Last column: Löwdin charge in e.
Atoms and positions in Å:
O -0.4079 -1.6399 1.0055  0.05
O -0.0281 1.2202 -0.6900  -0.03
N 1.9681 0.2275 -0.0612  0.12
N 0.4222 0.1435 -0.1100  -0.13
N -1.3718 1.1384 -0.7615  0.12
C -0.5451 -0.6558 0.3153  -0.52
C -1.6765 0.0338 -0.2112  -0.04
H 2.0692 0.4451 1.1034  0.20
H 2.2347 -0.6586 -0.5808  0.11
H -2.6648 -0.2542 -0.0094  0.12

DFT (ωB97M-V/def2-TZVPD) results for 4 unconnected molecules or ions with the total composition C4H14NOS2 at a distorted geometry.

Charge: +1
Lowest unoccupied orbital energy, eV: -8.651
Gap between HOMO and LUMO, eV: 4.44
Relative energy (zero: lowest compared OMol25 entry of this formula, charge and spin), kJ/mol: 876.2

Last column: Löwdin charge in e.
Atoms and positions in Å:
S -2.1803 0.3049 -0.3057  0.78
S 1.3939 -1.7051 0.2376  0.92
O -0.3502 0.2725 2.1512  -0.13
N 1.7952 1.3881 0.6648  0.12
C 0.5485 1.1003 -1.4330  -0.08
C 2.3267 -0.5671 -0.7225  -0.49
C 1.8556 1.0046 -0.6958  -0.38
C -3.7833 -0.4357 -0.0972  -0.45
H -4.2960 0.2166 0.5936  0.04
H 2.4017 -1.0052 -1.7074  0.07
H -0.0308 -0.5439 1.7311  -0.07
H 2.7478 1.4585 -1.0826  0.15
H -1.1266 0.1812 1.5648  -0.08
H -0.6739 -0.5433 -1.4725  0.18
H 0.6431 1.3528 -2.4849  0.12
H 1.9961 2.3467 0.8900  0.12
H 3.2825 -0.5377 -0.2180  0.10
H -3.7832 -1.4181 0.3995  0.06
H 0.0167 0.0685 -1.2465  -0.09
H -4.2349 -0.5946 -1.0672  0.03
H 1.0839 0.9380 1.2322  0.03
H -0.1658 1.7130 -0.8885  0.06

DFT (ωB97M-V/def2-TZVPD) results for a molecular structure, C42H40FeN4O4Sb2Te at a distorted geometry.

Charge: -2
Lowest unoccupied orbital energy (spin up / spin down), eV: 4.257 / 4.258
Gap between HOMO and LUMO (spin up / spin down), eV: 4.51 / 4.52
Relative energy (zero: lowest compared OMol25 entry of this formula, charge and spin), kJ/mol: 216.5

Last column: Löwdin charge in e.
Atoms and positions in Å:
Te -3.4448 0.8159 -0.1349  0.46
Sb -1.5259 -0.0619 1.4419  0.97
Sb 1.2005 -0.3493 0.5445  1.44
Fe -1.0754 0.3242 -1.0758  -0.09
O -2.3468 -1.4984 -5.8727  0.02
O 0.9431 -0.4466 -2.2083  -0.08
O -0.3235 2.0130 -0.7016  -0.26
O -1.7419 -1.3626 -1.7371  -0.19
N -1.3694 0.8317 -2.9397  -0.07
N 1.1918 -1.7995 -4.0499  0.18
N -1.7955 -0.2066 -3.7071  0.06
N 2.7062 -0.1222 -3.5843  0.18
C 0.2171 4.2637 -0.8575  -0.01
C 3.5797 0.3552 -0.3577  -0.24
C 4.4696 2.2610 -1.6026  -0.13
C -0.6272 3.1034 -2.8193  -0.14
C 4.8424 -0.2362 -0.4704  -0.17
C -0.2809 -3.0192 1.1725  -0.39
C -1.9845 -1.3023 -2.9883  -0.46
C 0.6814 -2.4206 0.1337  -0.38
C 2.0349 -1.0107 2.4717  -0.36
C -3.3771 -4.8395 -4.9157  -0.11
C 5.7087 1.6404 -1.7141  -0.15
C 1.7035 -0.4343 3.6962  -0.14
C -1.1151 1.9536 -3.5108  -0.06
C 3.3037 -1.8143 4.8486  -0.12
C -0.3145 4.3648 3.8989  -0.14
C -1.8818 2.6567 3.2455  -0.14
C 0.0057 5.4513 -2.9427  -0.14
C -0.9203 2.0065 2.4735  -0.29
C -1.5905 3.8208 3.9468  -0.12
C -1.6608 -2.3619 1.2040  -0.37
C -2.0042 -0.7703 4.4353  -0.13
C 0.6619 3.7297 3.1442  -0.12
C -0.4650 4.3002 -3.5359  -0.08
C -3.1800 -4.8104 -3.5400  -0.11
C -3.0963 -3.7150 -5.6774  -0.04
C 3.0268 -1.9903 2.4662  -0.15
C -2.7211 -3.6559 -2.9379  -0.01
C 5.8933 0.3879 -1.1407  -0.14
C -0.2641 3.0727 -1.4368  -0.34
C 0.3557 2.5692 2.4386  -0.19
C 1.5576 -0.7658 -3.2269  -0.60
C 3.4272 1.6176 -0.9393  -0.20
C 3.6556 -2.3933 3.6356  -0.11
C 2.3250 -0.8306 4.8743  -0.10
C 0.3468 5.4259 -1.5883  -0.11
C -2.6995 -0.3939 3.2885  -0.37
C -2.4510 -2.5024 -3.6809  -0.08
C -4.0874 -0.3872 3.3369  -0.16
C -2.6323 -2.5498 -5.0827  -0.29
C -4.7643 -0.7333 4.5006  -0.11
C -2.6711 -1.1174 5.6032  -0.11
C -4.0588 -1.1007 5.6389  -0.13
H -2.1941 -2.5378 0.2692  0.01
H 3.7987 -2.1203 5.7636  0.08
H -0.7246 4.3014 -4.5907  0.10
H 1.4759 -1.7260 -5.0125  0.09
H -3.7547 -5.7316 -5.4002  0.09
H -3.2353 -3.7248 -6.7517  0.10
H 5.0220 -1.2149 -0.0270  0.07
H -2.8844 2.2405 3.2937  0.08
H -0.9192 -0.8060 4.4191  0.08
H 0.2520 -2.1236 -3.9217  0.08
H 3.3732 -0.6100 -4.1562  0.09
H 4.4177 -3.1652 3.6079  0.09
H 0.9564 0.3520 3.7364  0.07
H -5.8492 -0.7246 4.5186  0.09
H -2.3620 4.3063 4.5384  0.08
H -2.1067 -1.4101 6.4827  0.09
H -2.5584 -3.6031 -1.8685  0.11
H -0.4012 -4.0892 0.9414  0.09
H 0.2228 -2.4440 -0.8512  0.02
H 4.3080 3.2399 -2.0456  0.09
H 6.8605 -0.1050 -1.2203  0.08
H 1.1381 2.1216 1.8376  0.05
H 2.0480 -0.3709 5.8169  0.09
H 1.6050 -3.0075 0.0869  0.04
H -4.6458 -0.1096 2.4482  0.03
H 0.1796 -2.9698 2.1668  0.08
H 1.6680 4.1364 3.1013  0.09
H 0.4789 4.2386 0.1922  0.10
H 3.0766 0.4825 -2.8587  0.06
H -2.1259 -0.7411 -5.2426  0.06
H -3.3869 -5.6876 -2.9398  0.09
H -4.5828 -1.3809 6.5464  0.08
H -2.2582 -2.7499 2.0353  0.03
H -0.0822 5.2791 4.4350  0.08
H 2.4556 2.1083 -0.8866  0.07
H 0.7165 6.3212 -1.1014  0.09
H 3.3183 -2.4442 1.5236  0.08
H -1.2943 2.0178 -4.5848  0.13
H 0.1053 6.3622 -3.5216  0.08
H 6.5218 2.1265 -2.2433  0.08

DFT (ωB97M-V/def2-TZVPD) results for a molecular structure, C33H46CuN5O4Si.

Charge: -1
Lowest unoccupied orbital energy (spin up / spin down), eV: 2.122 / 2.068
Gap between HOMO and LUMO (spin up / spin down), eV: 6.58 / 7.12
Spin multiplicity: 2
Relative energy (zero: lowest compared OMol25 entry of this formula, charge and spin), kJ/mol: 17.9

Last column: Löwdin charge in e.
Atoms and positions in Å:
Cu -0.1798 -0.0191 0.6523  0.41
Si 2.3175 1.2141 2.4943  0.39
O 2.9448 0.2777 -2.0017  0.04
O 0.9891 -3.5992 2.2134  0.00
O 1.9051 -4.1052 -3.4629  0.07
O -0.6832 -1.9289 -0.5167  -0.02
N -2.1577 0.5761 1.8399  0.15
N -1.5856 0.9719 -0.7458  0.14
N 0.5701 -2.9206 -2.0962  0.22
N 1.1371 -0.7907 -1.1852  0.19
N 0.4156 -1.2875 2.0975  0.07
C -2.3103 0.2533 3.2122  -0.19
C 2.2085 -0.7016 -2.0069  -0.45
C 2.3981 -1.2518 -4.4085  -0.16
C -2.9598 1.3050 1.1936  -0.23
C 0.3287 -1.8484 -1.2360  -0.52
C -1.3816 0.9262 -2.1678  -0.20
C 3.3819 2.7772 2.6303  -0.20
C -2.6412 1.5081 -0.2921  -0.23
C 4.0252 -2.2610 -2.7162  -0.18
C 4.2273 -2.8126 -1.3099  -0.06
C -2.7829 -2.0813 2.4067  -0.03
C 1.6813 -3.0614 -2.8769  -0.41
C 1.7034 0.8761 4.2351  -0.19
C -1.8195 2.6512 3.8867  -0.03
C -2.1644 0.7901 5.5325  -0.06
C -2.6360 -1.4571 4.8461  -0.05
C -0.2529 1.6212 -4.1500  -0.05
C -0.4240 1.7353 -2.7735  -0.20
C 0.4280 2.6960 -2.0001  -0.03
C 2.9223 -2.0928 -5.5657  -0.09
C -2.4283 -0.5287 5.8561  -0.09
C -4.2354 1.8996 1.7281  -0.01
C 3.4825 -0.1202 1.8878  -0.18
C -2.5704 -1.0872 3.5113  -0.21
C 0.9656 1.5399 1.3040  -0.27
C -2.1046 1.2096 4.2058  -0.22
C -0.9931 0.7226 -4.8971  -0.10
C 0.6998 -2.4383 2.1373  -0.54
C -3.6260 2.3157 -1.0884  -0.01
C -1.9328 -0.0789 -4.2686  -0.05
C -3.2045 -0.8438 -2.2471  -0.03
C 2.5753 -1.8424 -2.9864  -0.30
C -2.1512 0.0137 -2.8986  -0.21
H 2.5391 -3.1117 -5.5350  0.07
H -0.0316 -3.7246 -1.9924  0.16
H 3.6740 0.0355 0.8215  0.02
H -1.9803 1.5161 6.3159  0.11
H 0.4946 2.2430 -4.6286  0.11
H 3.6803 -3.7464 -1.1661  0.08
H -2.8418 -1.2836 -1.3206  0.07
H -0.0165 2.9813 -1.0484  0.07
H -0.8304 0.6365 -5.9642  0.10
H 2.6201 -1.6388 -6.5120  0.07
H 1.3920 2.2298 -1.7837  0.07
H 1.2688 1.7778 4.6784  0.01
H 4.4370 -0.0763 2.4202  0.02
H 1.3940 1.9024 0.3669  -0.02
H 4.2250 2.6391 3.3137  0.01
H 2.7952 3.6291 2.9849  0.01
H -3.4898 -1.6518 -2.9209  0.08
H -3.3130 2.4105 -2.1257  0.09
H 4.3154 -3.0065 -3.4575  0.11
H 2.5250 0.5508 4.8795  0.02
H 4.0120 -2.1444 -5.5629  0.07
H 2.9033 -0.2840 -4.3862  0.12
H -2.4519 -0.8388 6.8929  0.10
H -4.1103 -0.2697 -2.0289  0.07
H -2.8228 -2.4961 5.0900  0.11
H -2.0063 -1.9913 1.6464  0.05
H -3.7087 3.3118 -0.6495  0.09
H -3.7515 -1.9252 1.9209  0.08
H 1.3350 -1.0429 -4.5561  0.11
H -4.6218 1.8713 -1.0571  0.08
H -1.1952 2.7562 3.0021  0.06
H 4.6406 -1.3708 -2.8601  0.12
H -2.7420 3.2138 3.7136  0.07
H 3.0564 -1.1152 2.0103  0.01
H 3.7850 3.0357 1.6471  0.02
H 5.2823 -3.0157 -1.1214  0.07
H -4.2482 2.9861 1.6297  0.08
H -4.3573 1.6386 2.7768  0.08
H -2.7584 -3.0981 2.7968  0.08
H -5.0898 1.5148 1.1678  0.09
H 0.2819 2.3137 1.6730  -0.02
H -1.2993 3.1240 4.7194  0.08
H 0.9437 0.0942 4.2168  0.00
H 0.6060 3.5969 -2.5899  0.08
H -2.5123 -0.7932 -4.8418  0.11
H 3.8903 -2.1058 -0.5484  0.07